[1]
A molecular structure, C22H28AlBBeBrF13KN4O19PS4. Source: the OMol25 dataset; level of theory: the ωB97M-V functional and the def2-TZVPD basis.

Results
**Charge**: +2
**Spin multiplicity**: 1

Positions of all 96 atoms, in Å:
1 N 1.59901 -0.33465 -0.77050
2 C 1.19431 -0.11595 -1.82341
3 O 0.55710 0.06974 -2.94331
4 N -0.23584 -1.06215 -3.36670
5 C -0.12841 -2.30129 -2.58745
6 C -1.06113 -3.32548 -3.28630
7 C -2.54218 -2.98983 -3.07527
8 C -3.18982 -2.27212 -4.26203
9 C -3.55442 -3.22176 -5.42591
10 O -3.05807 -2.74376 -6.67633
11 O -0.73263 -3.62808 -4.63277
12 C 0.09964 -2.72184 -5.29834
13 P 1.78226 -3.46616 -5.42413
14 O 2.52226 -3.08912 -6.63187
15 O 1.55200 -5.11563 -5.49503
16 O 2.69771 -3.23284 -4.19157
17 C 0.04632 -1.25006 -4.84312
18 B 1.29271 -0.32734 -5.36894
19 O 1.05241 0.65841 -6.25733
20 O 2.56356 -0.49960 -4.94945
21 H -1.21183 -0.75926 -3.27154
22 H 0.85900 -2.74722 -2.55748
23 H -0.54237 -2.22245 -1.59024
24 H -0.89984 -4.23298 -2.70975
25 H -3.07997 -3.90990 -2.88418
26 H -2.63864 -2.36532 -2.20179
27 H -2.64486 -1.40267 -4.63275
28 H -4.13802 -1.88748 -3.89843
29 H -4.63839 -3.24816 -5.51652
30 H -3.24402 -4.23728 -5.21858
31 H -3.14377 -1.79225 -6.63843
32 H -0.25693 -2.70188 -6.33050
33 H 0.93414 -5.33013 -6.21010
34 H 3.48973 -2.75494 -4.47570
35 H -0.81959 -0.82658 -5.33927
36 H 0.17287 1.01715 -6.10932
37 H 2.95032 0.37487 -4.81660
38 C 5.22514 1.06643 0.27349
39 F 5.06366 -0.10808 -0.35376
40 F 4.20287 1.21574 1.09724
41 F 6.32026 0.97032 1.00845
42 S 5.32919 2.47673 -0.90275
43 O 4.10299 2.44693 -1.63263
44 O 6.53295 2.16640 -1.75549
45 O 5.52039 3.62444 -0.09726
46 F 3.42850 3.06886 4.77110
47 C 4.22489 4.11853 4.37800
48 C 4.70950 4.06091 3.09966
49 C 5.53739 5.06991 2.62712
50 C 5.88300 6.13360 3.45155
51 C 5.40493 6.18654 4.74130
52 C 4.57035 5.18487 5.22194
53 H 4.44356 3.22581 2.46856
54 H 5.91092 5.02269 1.61808
55 H 6.53280 6.91407 3.08247
56 H 5.68065 7.00618 5.38871
57 H 4.20521 5.23984 6.22686
58 Be 7.79937 1.83912 -2.70850
59 C -5.80873 2.11949 1.84213
60 F -6.85630 2.87471 1.53910
61 F -4.73949 2.89801 1.88438
62 F -5.99990 1.63366 3.08669
63 S -5.60327 0.76144 0.62576
64 O -5.38610 1.43012 -0.61329
65 O -6.82228 -0.01734 0.71814
66 N -4.37002 0.09553 1.33543
67 S -3.73159 -1.21594 0.77678
68 O -2.96292 -1.13271 -0.43896
69 O -4.55513 -2.38425 0.89360
70 C -2.57717 -1.36785 2.18558
71 F -3.37797 -1.36360 3.24400
72 F -1.72942 -0.35128 2.31050
73 F -1.84090 -2.47318 2.12482
74 C 6.79490 1.66246 5.06176
75 F 6.22647 1.28883 3.90426
76 F 5.82303 2.21858 5.80650
77 F 7.16865 0.54629 5.68148
78 S 8.19375 2.82051 4.79618
79 O 7.57263 3.94093 4.12034
80 O 9.10997 2.06566 3.98194
81 O 8.65595 3.10721 6.12497
82 N -7.99735 -0.71332 3.51557
83 C -7.69768 -2.00638 3.63770
84 C -8.00521 -2.41071 4.99959
85 C -8.50205 -1.29020 5.63915
86 C -8.49765 -0.24682 4.70650
87 H -7.87444 -0.16339 2.66235
88 H -7.30434 -2.56305 2.79772
89 H -7.87314 -3.39797 5.41036
90 H -8.83530 -1.22157 6.65934
91 H -8.80538 0.78295 4.80317
92 K 1.96069 -5.89831 -7.40211
93 Br 1.92442 4.24962 5.85052
94 Al 2.80534 3.54350 7.98833
95 O -5.65014 -2.39534 4.30794
96 H -6.13362 -2.05874 3.54451

[2]
C3H6FNO2 in the gas phase. Source: the OMol25 dataset; level of theory: the ωB97M-V functional and the def2-TZVPD basis.

Results
**SMILES string**: C[C@@](N)(F)C(=O)O
**Charge**: 0
**Spin multiplicity**: 1
**Relative energy (zero: lowest compared OMol25 entry of this formula, charge and spin)**: 97.6 kJ/mol

Positions of all 13 atoms, in Å:
1 C 1.14059 0.43952 -0.18619
2 C 0.08433 -0.69323 -0.17566
3 N -1.17089 -0.18977 -0.22103
4 F 0.32173 -1.64186 -1.46341
5 C 0.32955 -1.70608 1.00027
6 O 1.21015 -2.47767 1.11383
7 O -0.56674 -1.54390 1.97134
8 H 0.72417 1.13629 -0.85597
9 H 2.01637 -0.01018 -0.49482
10 H 1.20844 0.63268 0.78079
11 H -1.20305 0.68536 -0.74431
12 H -1.85779 -0.92798 -0.23067
13 H -0.97195 -0.70559 1.75437

[3]
C2H6N2S in the gas phase. Source: the OMol25 dataset; level of theory: the ωB97M-V functional and the def2-TZVPD basis.

Results
**SMILES string**: [H]/N=C(\N)SC
**Charge**: 0
**Spin multiplicity**: 1
**Relative energy (zero: lowest compared OMol25 entry of this formula, charge and spin)**: 89.7 kJ/mol

Positions of all 11 atoms, in Å:
1 H 2.05952 0.93788 -0.95044
2 N 1.46419 0.55874 -0.27101
3 C 0.43178 0.13555 -0.85467
4 N 0.12584 0.02657 -2.17232
5 S -0.94570 -0.37093 0.21049
6 C -0.71261 -0.46817 2.07816
7 H 0.76059 0.48865 -2.86943
8 H -0.91068 0.23967 -2.36406
9 H -0.79071 0.49957 2.53946
10 H -1.66416 -0.94404 2.23558
11 H 0.18194 -1.10348 2.41823

no.,orbital gap (hartree),DFT total energy (hartree)
1,0.0624,-9191.05947
2,0.4081,-422.99505
3,0.3504,-587.46985